No. 1
This record from the Open Molecules 2025 dataset describes one molecule with the formula C12H16Si. The level of theory is ωB97M-V with the def2-TZVPD basis set.

Last column: Mulliken charge in e.
Positions of all 29 atoms, in Å:
C -2.270 0.506 0.283  -0.559
C -1.685 -0.349 -0.581  0.273
C -1.925 -1.842 -0.553  -0.899
C -0.748 -2.515 0.293  -0.706
C 0.753 -2.202 0.116  -0.471
C 1.198 -1.148 -0.553  0.513
C 2.544 -0.546 -0.351  -1.068
C 2.600 0.730 0.468  -0.471
C 1.500 1.658 0.284  -0.406
C 0.488 1.526 -0.559  0.534
C -0.641 2.421 -0.567  -1.204
C -1.721 1.942 0.434  -0.398
Si -0.027 -0.068 -1.414  0.052
H -2.982 0.238 0.999  0.404
H -2.781 -2.055 0.161  0.275
H -2.092 -2.348 -1.513  0.366
H -0.879 -3.556 -0.011  0.355
H -0.995 -2.482 1.319  0.381
H 1.451 -2.941 0.551  0.322
H 3.357 -1.276 0.085  0.312
H 2.904 -0.117 -1.290  0.300
H 3.594 1.264 0.624  0.373
H 2.395 0.382 1.505  0.268
H 1.664 2.638 0.796  0.276
H -0.402 3.466 -0.198  0.308
H -1.191 2.476 -1.479  0.368
H -2.570 2.646 0.375  0.394
H -1.166 1.936 1.401  0.291
H -0.195 -0.488 -2.789  -0.181

energy relative to the best compared isomer or geometry (same formula, charge and spin) = 3.558 eV
largest force on an atom = 3.8 eV Å⁻¹
structure (SMILES) = C1=C2CCC=C3CCC=C(CC1)[SiH]23
LUMO energy = 0.032 hartree
HOMO-LUMO gap = 9.4003 eV


No. 2
This record from the Open Molecules 2025 dataset describes C12H17AgN4OS2 as an isolated structure. The level of theory is ωB97M-V with the def2-TZVPD basis set.

Last column: Mulliken charge in e.
Positions of all 37 atoms, in Å:
Ag 0.546 0.293 -0.245  0.153
O 1.397 0.015 4.277  -0.642
S 0.268 0.466 3.418  0.055
N 0.436 0.714 1.994  -0.273
S 2.529 0.386 -1.691  -0.434
C 2.686 1.288 -0.262  0.080
N 3.424 0.821 0.800  -0.246
C 3.491 1.478 2.107  -0.473
C 2.874 2.869 2.071  -0.483
C 3.087 3.491 0.702  -0.723
N 2.424 2.642 -0.260  -0.100
H 3.369 -0.187 0.854  0.272
H 4.554 1.554 2.374  0.404
H 2.986 0.856 2.851  0.163
H 3.311 3.489 2.858  0.403
H 1.800 2.791 2.243  0.181
H 4.165 3.591 0.483  0.291
H 2.639 4.486 0.647  0.411
H 2.274 2.995 -1.194  0.269
C -0.305 -2.940 -0.712  -1.339
C -1.711 -2.615 -1.111  0.677
C -2.579 -3.619 -1.467  -0.380
C -3.908 -3.398 -1.858  -0.702
C -4.343 -2.062 -1.846  -0.506
C -3.531 -1.012 -1.503  0.990
C -4.034 0.398 -1.512  -1.481
C -2.110 -1.191 -1.133  -0.154
N -1.361 -0.177 -0.878  -0.510
H -0.161 -4.024 -0.664  0.333
H -0.049 -2.505 0.268  0.121
H 0.432 -2.519 -1.408  0.140
H -2.205 -4.646 -1.435  0.169
H -4.573 -4.215 -2.116  0.303
H -5.379 -1.840 -2.116  0.189
H -5.118 0.428 -1.677  0.397
H -3.542 1.001 -2.285  0.204
H -3.782 0.899 -0.573  0.242

largest force on an atom = 0.7 eV Å⁻¹
LUMO energy = 0.169 hartree
HOMO-LUMO gap = 3.0519 eV
net charge = -2


No. 3
This record from the Open Molecules 2025 dataset describes a 3-piece molecular cluster, C12H17B3N2O4 overall. The level of theory is ωB97M-V with the def2-TZVPD basis set.

Last column: Mulliken charge in e.
Positions of all 38 atoms, in Å:
C 3.803 -0.824 2.046  -0.304
C 3.665 0.580 2.240  -0.170
B 2.989 2.105 2.180  0.631
O 3.761 3.309 1.799  -0.401
B 3.039 3.970 0.671  0.424
O 1.553 3.893 0.475  -0.465
B 0.999 2.673 1.093  0.311
C -0.082 1.632 0.420  -0.129
C -1.619 1.786 1.012  -0.351
O -1.513 2.139 2.460  -0.531
O 1.528 2.338 2.463  -0.341
H 3.876 -2.002 1.872  0.333
H 3.745 4.547 -0.108  -0.075
H -0.045 1.609 -0.773  0.223
H 0.269 0.537 0.745  0.056
H -2.163 2.656 0.438  0.293
H -2.173 0.759 0.876  0.178
H -1.183 1.331 2.976  0.310
C 1.455 -0.020 -4.519  -0.389
C 2.336 -0.027 -3.411  -0.548
C 1.680 -0.644 -2.370  -0.466
N 0.433 -1.005 -2.809  0.089
C 0.289 -0.634 -4.120  -0.517
H 1.651 0.387 -5.503  0.387
H 3.340 0.375 -3.377  0.405
H 1.993 -0.855 -1.356  0.507
H -0.271 -1.474 -2.252  0.161
H -0.630 -0.836 -4.655  0.373
C -3.864 -2.901 2.185  -0.390
C -4.313 -3.375 0.929  -0.539
C -3.329 -3.093 0.008  -0.334
N -2.304 -2.462 0.663  0.073
C -2.619 -2.346 1.992  -0.479
H -4.390 -2.961 3.128  0.400
H -5.253 -3.869 0.719  0.378
H -3.272 -3.286 -1.055  0.355
H -1.449 -2.134 0.233  0.168
H -1.932 -1.878 2.684  0.376

largest force on an atom = 9.9 eV Å⁻¹
structure (SMILES) = C#CB1OBOB(CCO)O1.c1cc[nH]c1.c1cc[nH]c1
LUMO energy = -0.020 hartree
HOMO-LUMO gap = 8.0673 eV


No. 4
This record from the Open Molecules 2025 dataset describes a 10-piece molecular cluster, C12H17BCl27O2S overall. The level of theory is ωB97M-V with the def2-TZVPD basis set.

Last column: Mulliken charge in e.
Positions of all 60 atoms, in Å:
C 3.285 -4.756 -2.294  -0.800
C 4.378 -4.637 -3.373  0.306
C 3.870 -4.849 -4.800  -0.743
O 3.327 -3.626 -5.210  -0.481
B 3.828 -2.577 -4.285  0.837
S 4.729 -1.053 -5.138  -0.452
O 4.823 -3.281 -3.456  -0.614
H 2.301 -4.873 -2.754  0.300
H 3.301 -3.806 -1.758  -0.145
H 3.474 -5.587 -1.613  0.299
H 5.270 -5.242 -3.192  0.351
H 3.185 -5.695 -4.919  0.326
H 4.774 -5.046 -5.405  0.276
H 2.881 -2.099 -3.669  -0.339
H 5.956 -1.219 -4.652  -0.005
C -0.635 -1.527 -2.805  -0.016
Cl -1.639 -0.423 -1.843  -0.073
Cl 0.671 -0.678 -3.604  -0.169
Cl -0.006 -2.821 -1.787  -0.130
H -1.267 -1.972 -3.563  0.285
C -0.012 2.664 -4.444  0.897
Cl -0.800 2.646 -6.021  -0.127
Cl 1.441 3.660 -4.482  -0.142
Cl -1.118 3.218 -3.183  -0.039
H 0.277 1.649 -4.204  -0.531
C -5.066 2.113 -4.333  0.081
Cl -4.008 0.917 -3.603  -0.013
Cl -4.154 3.578 -4.693  -0.105
Cl -5.859 1.483 -5.781  -0.152
H -5.835 2.362 -3.612  0.180
C -4.863 3.945 -0.333  -0.099
Cl -5.805 2.464 -0.526  -0.134
Cl -5.198 4.688 1.232  -0.059
Cl -3.143 3.628 -0.521  -0.061
H -5.163 4.638 -1.108  0.344
C -2.442 -0.575 2.403  -0.087
Cl -2.659 -2.030 1.435  -0.099
Cl -0.757 -0.382 2.876  -0.065
Cl -3.019 0.848 1.529  -0.035
H -3.035 -0.676 3.302  0.297
C 5.484 -1.909 -0.939  0.703
Cl 3.860 -1.783 -0.286  -0.169
Cl 6.492 -0.548 -0.412  -0.178
Cl 6.228 -3.442 -0.474  -0.167
H 5.397 -1.897 -2.022  -0.245
C 1.221 -0.309 6.494  0.061
Cl 1.997 -0.917 7.955  -0.107
Cl 2.185 -0.674 5.066  -0.105
Cl -0.413 -0.956 6.336  -0.111
H 1.146 0.768 6.579  0.239
C 0.972 2.588 10.271  0.030
Cl 2.165 1.482 10.946  -0.114
Cl 1.729 4.096 9.761  -0.126
Cl 0.094 1.843 8.935  -0.078
H 0.255 2.819 11.047  0.297
C -6.857 4.806 5.076  0.019
Cl -5.589 5.787 4.342  -0.113
Cl -8.211 4.599 3.965  -0.113
Cl -6.224 3.246 5.594  -0.111
H -7.219 5.329 5.950  0.323

largest force on an atom = 1.1 eV Å⁻¹
LUMO energy = 0.048 hartree
HOMO-LUMO gap = 5.7502 eV
net charge = -1


Q: Which value of largest force on an atom does entry 1 give?
A: 3.8 eV Å⁻¹